#P
A 2-piece molecular cluster, C4H12NOS overall, computed with wB97M-V/def2-TZVPD.

Computed properties:
Orbital gap ... 6.32 eV
Total charge ... -1
LUMO level ... 0.1340 Ha

Each line ends with the natural charge from an NBO analysis.
Cartesian coordinates (Å):
C1 2.10 -1.80 0.38  -0.400
N1 1.05 -1.06 -0.29  -0.656
C2 0.25 -0.14 0.50  -0.059
C3 -0.92 0.36 -0.37  -0.512
S1 -1.80 1.85 0.26  -0.723
C4 1.10 0.96 1.13  -0.650
H1 2.81 -1.10 0.84  0.155
H2 1.71 -2.37 1.23  0.174
H3 2.58 -2.50 -0.30  0.185
H4 1.28 -0.83 -1.24  0.360
H5 -0.25 -0.74 1.26  0.171
H6 -0.55 0.69 -1.34  0.176
H7 -1.58 -0.48 -0.59  0.185
H8 1.64 0.60 1.97  0.183
H9 0.46 1.81 1.38  0.260
H10 1.79 1.31 0.35  0.184
H11 -3.32 0.85 -1.30  0.499
H12 -4.44 1.67 -1.79  0.457
O1 -3.91 0.92 -2.08  -0.989



#Q
A 2-piece molecular cluster, C4H12NOS overall, computed with wB97M-V/def2-TZVPD.

Computed properties:
Orbital gap ... 5.98 eV
Total charge ... -1
LUMO level ... 0.1259 Ha

Each line ends with the natural charge from an NBO analysis.
Cartesian coordinates (Å):
C1 -0.31 1.57 0.71  -0.471
C2 0.75 1.07 1.72  -0.506
S1 1.43 2.65 2.47  -0.719
C3 -0.85 0.50 -0.15  -0.211
N1 0.28 -0.56 -0.63  -0.687
C4 0.31 -1.76 0.32  -0.431
H1 0.31 2.28 0.14  0.218
H2 -1.14 2.26 1.02  0.220
H3 0.23 0.36 2.37  0.156
H4 1.44 0.33 1.30  0.163
H5 -1.35 0.96 -1.06  0.180
H6 -1.73 -0.09 0.26  0.174
H7 1.17 -0.05 -0.56  0.368
H8 -0.63 -2.25 0.12  0.192
H9 1.24 -2.46 0.15  0.194
H10 0.42 -1.41 1.39  0.194
H11 -0.26 -1.08 -2.40  0.514
H12 -1.03 -0.97 -3.86  0.461
O1 -0.31 -1.35 -3.33  -1.007



Here is how they stack up, most stable first: #P, #Q.



#P
One molecule with the formula C17H17N5O3S, computed with wB97M-V/def2-TZVPD.

Computed properties:
Orbital gap ... 8.32 eV
LUMO level ... 0.0118 Ha

Each line ends with the natural charge from an NBO analysis.
Cartesian coordinates (Å):
C1 1.29 2.41 -1.29  -0.644
C2 1.09 0.94 -1.15  0.110
C3 0.84 -0.01 -2.09  -0.222
C4 0.82 -1.27 -1.44  -0.250
C5 0.55 -2.59 -1.99  0.559
O1 0.83 -3.62 -1.41  -0.565
C6 -0.17 -2.63 -3.33  -0.609
S1 -1.89 -3.21 -3.04  0.304
C7 -2.53 -1.81 -2.24  0.143
N1 -3.62 -1.83 -1.53  -0.319
N2 -3.73 -0.54 -1.10  -0.395
C8 -2.70 0.17 -1.59  0.521
N3 -2.52 1.51 -1.41  -0.809
N4 -1.92 -0.60 -2.32  -0.561
C9 1.09 -1.03 -0.09  0.258
C10 1.14 -1.99 1.04  -0.660
N5 1.23 0.31 0.07  -0.364
C11 1.49 0.96 1.30  0.143
C12 2.69 0.73 1.96  -0.209
C13 2.98 1.36 3.17  -0.250
C14 2.03 2.22 3.67  0.229
C15 0.82 2.44 3.01  0.305
C16 0.52 1.83 1.82  -0.293
O2 0.07 3.33 3.73  -0.488
C17 0.83 3.65 4.87  0.235
O3 2.06 2.96 4.82  -0.473
H1 1.22 2.68 -2.34  0.231
H2 2.28 2.70 -0.92  0.226
H3 0.55 2.99 -0.73  0.206
H4 0.71 0.18 -3.13  0.224
H5 -0.23 -1.67 -3.82  0.241
H6 0.27 -3.39 -3.97  0.250
H7 -4.52 -0.26 -0.55  0.411
H8 -2.90 1.91 -0.56  0.386
H9 -1.59 1.82 -1.65  0.409
H10 0.57 -2.88 0.79  0.263
H11 0.75 -1.54 1.95  0.216
H12 2.17 -2.31 1.22  0.227
H13 3.41 0.06 1.52  0.229
H14 3.90 1.19 3.69  0.235
H15 -0.42 1.99 1.32  0.229
H16 0.28 3.37 5.78  0.161
H17 1.03 4.74 4.89  0.161



#Q
One molecule with the formula C17H17N5O3S, computed with wB97M-V/def2-TZVPD.

Computed properties:
Orbital gap ... 8.89 eV
LUMO level ... 0.0124 Ha

Each line ends with the natural charge from an NBO analysis.
Cartesian coordinates (Å):
O1 -0.46 1.79 1.54  -0.623
C1 0.64 1.79 1.04  0.685
C2 1.78 0.95 1.61  -0.638
S1 1.16 -0.04 2.99  0.308
C3 -0.01 -1.01 2.13  0.346
N1 0.03 -1.07 0.84  -0.558
C4 -0.92 -1.86 0.29  0.373
C5 -1.87 -2.60 1.00  -0.307
C6 -2.61 -3.27 0.00  0.024
N2 -2.15 -2.98 -1.19  -0.253
N3 -1.12 -2.11 -1.03  -0.182
C7 -0.44 -1.64 -2.15  0.129
C8 0.44 -0.56 -2.06  -0.190
C9 1.10 -0.13 -3.20  -0.218
C10 0.89 -0.76 -4.42  -0.221
C11 0.01 -1.82 -4.50  -0.198
C12 -0.66 -2.26 -3.38  -0.211
C13 -1.91 -2.54 2.43  0.662
O2 -2.64 -3.10 3.21  -0.586
N4 -0.89 -1.68 2.91  -0.604
N5 0.93 2.50 -0.07  -0.443
C14 2.24 2.76 -0.63  -0.244
C15 2.59 4.24 -0.42  -0.075
O3 1.62 5.07 -1.00  -0.519
C16 0.34 4.83 -0.45  -0.079
C17 -0.08 3.37 -0.65  -0.258
H1 2.19 0.27 0.86  0.262
H2 2.57 1.58 2.03  0.251
H3 -3.43 -3.95 0.12  0.223
H4 0.59 -0.08 -1.11  0.230
H5 1.79 0.70 -3.13  0.205
H6 1.41 -0.41 -5.30  0.214
H7 -0.17 -2.30 -5.45  0.217
H8 -1.35 -3.09 -3.42  0.245
H9 -0.86 -1.55 3.92  0.429
H10 3.00 2.12 -0.18  0.216
H11 2.20 2.56 -1.71  0.203
H12 3.53 4.49 -0.90  0.200
H13 2.66 4.45 0.66  0.162
H14 -0.35 5.50 -0.97  0.202
H15 0.34 5.07 0.62  0.169
H16 -1.03 3.17 -0.15  0.255
H17 -0.16 3.15 -1.72  0.202



Here is how they stack up, most stable first: #Q, #P.



#P
An isolated ion of composition C4H11N4 and charge +1, computed with wB97M-V/def2-TZVPD.

Computed properties:
Orbital gap ... 9.32 eV
Total charge ... +1
LUMO level ... -0.1676 Ha

Each line ends with the natural charge from an NBO analysis.
Cartesian coordinates (Å):
C1 2.78 -0.07 0.98  -0.425
N1 2.48 0.11 -0.49  -0.489
C2 1.28 0.43 -0.89  0.311
N2 0.47 1.14 -0.13  -0.096
N3 -0.61 1.04 0.36  0.019
C3 -1.49 -0.05 0.29  0.022
C4 -3.01 0.36 0.14  -0.551
N4 -1.06 -1.00 -0.78  -0.864
H1 2.01 0.47 1.50  0.215
H2 2.56 -1.05 1.26  0.224
H3 3.81 0.24 1.23  0.248
H4 3.32 0.14 -1.08  0.442
H5 1.20 0.59 -1.96  0.248
H6 -1.57 -0.44 1.38  0.250
H7 -3.03 0.84 -0.80  0.214
H8 -3.13 0.94 0.96  0.230
H9 -3.38 -0.63 0.08  0.227
H10 -1.78 -1.16 -1.53  0.394
H11 -0.85 -1.89 -0.51  0.382



#Q
An isolated ion of composition C4H11N4 and charge +1, computed with wB97M-V/def2-TZVPD.

Computed properties:
Orbital gap (spin up / spin down) ... 8.72 / 8.72 eV
Total charge ... +1
LUMO level (spin up / spin down) ... -0.1853 / -0.1853 Ha

Each line ends with the natural charge from an NBO analysis.
Cartesian coordinates (Å):
H1 0.49 2.96 -0.43  0.385
N1 0.97 2.11 -0.93  -0.213
N2 1.47 1.20 -0.33  -0.042
C1 1.35 0.08 0.17  0.400
N3 2.16 -0.81 0.82  -0.765
C2 -0.29 -0.59 -0.14  0.033
C3 -0.18 -1.66 -1.24  -0.672
N4 -1.13 0.47 -0.31  -0.598
C4 -1.80 1.01 0.89  -0.410
H2 1.66 -1.40 1.44  0.402
H3 2.96 -0.53 1.34  0.416
H4 -0.37 -1.13 0.95  0.221
H5 0.16 -1.18 -2.15  0.237
H6 -1.03 -2.37 -1.25  0.267
H7 0.70 -2.44 -1.12  0.255
H8 -1.28 0.76 -1.31  0.431
H9 -2.07 2.03 0.87  0.225
H10 -2.70 0.51 0.98  0.220
H11 -1.09 0.97 1.74  0.207



Here is how they stack up, most stable first: #P, #Q.



#P
One molecule with the formula C19H17NO5, computed with wB97M-V/def2-TZVPD.

Computed properties:
Orbital gap ... 7.03 eV
LUMO level ... -0.0482 Ha

Each line ends with the natural charge from an NBO analysis.
Cartesian coordinates (Å):
C1 -0.08 3.22 -4.25  -0.645
C2 -1.32 2.52 -4.81  -0.064
O1 -1.54 1.23 -4.19  -0.514
C3 -1.49 1.12 -2.82  0.274
C4 -0.90 -0.08 -2.43  -0.199
C5 -0.91 -0.38 -1.06  -0.241
C6 -1.57 0.47 -0.14  0.161
C7 -2.17 1.64 -0.56  -0.136
C8 -2.13 1.99 -1.90  -0.224
C9 -2.79 2.31 0.60  0.449
O2 -3.23 3.48 0.56  -0.450
C10 -2.51 1.41 1.75  0.579
O3 -2.70 1.66 2.94  -0.509
N1 -1.81 0.30 1.22  -0.433
C11 -1.05 -0.70 2.00  -0.252
C12 0.30 -0.16 2.53  0.067
C13 1.32 0.19 1.42  -0.106
O4 1.77 -0.97 0.68  -0.508
C14 2.10 -2.01 1.52  0.290
C15 2.83 -3.07 1.00  -0.280
C16 3.29 -4.12 1.82  -0.217
C17 2.95 -4.15 3.20  -0.224
C18 2.18 -3.10 3.72  -0.245
C19 1.74 -2.05 2.92  0.209
O5 0.88 -1.08 3.45  -0.492
H1 0.75 2.54 -4.24  0.217
H2 0.17 4.08 -4.89  0.220
H3 -0.25 3.64 -3.25  0.211
H4 -2.22 3.15 -4.74  0.173
H5 -1.12 2.31 -5.88  0.196
H6 -0.52 -0.80 -3.17  0.241
H7 -0.44 -1.28 -0.70  0.230
H8 -2.44 2.97 -2.25  0.235
H9 -0.93 -1.67 1.50  0.226
H10 -1.64 -0.95 2.92  0.245
H11 0.11 0.79 3.07  0.215
H12 2.18 0.67 1.83  0.194
H13 0.92 0.90 0.70  0.210
H14 3.16 -3.10 -0.06  0.227
H15 3.97 -4.87 1.39  0.219
H16 3.32 -4.97 3.84  0.223
H17 1.83 -3.09 4.75  0.230



#Q
One molecule with the formula C19H17NO5, computed with wB97M-V/def2-TZVPD.

Computed properties:
Orbital gap ... 8.62 eV
LUMO level ... 0.0083 Ha

Each line ends with the natural charge from an NBO analysis.
Cartesian coordinates (Å):
C1 4.29 3.29 0.66  -0.254
O1 4.81 1.98 0.80  -0.492
C2 4.04 0.94 0.41  0.323
C3 4.59 -0.33 0.59  -0.281
C4 3.89 -1.48 0.25  0.320
O2 4.53 -2.65 0.48  -0.492
C5 3.87 -3.85 0.16  -0.253
C6 2.62 -1.36 -0.30  -0.313
C7 2.08 -0.10 -0.49  -0.047
C8 0.71 -0.01 -1.06  0.771
O3 -0.06 -0.94 -1.12  -0.604
O4 0.43 1.22 -1.51  -0.489
C9 -0.89 1.44 -1.98  -0.083
C10 -1.95 1.01 -1.01  -0.130
C11 -3.03 0.30 -1.39  -0.095
C12 -4.03 -0.12 -0.45  -0.155
C13 -5.16 -0.86 -0.82  -0.146
C14 -6.08 -1.25 0.13  -0.244
C15 -5.88 -0.92 1.47  -0.176
C16 -4.77 -0.20 1.86  -0.271
C17 -3.84 0.21 0.90  0.272
N1 -2.73 0.93 1.25  -0.579
C18 -1.75 1.39 0.39  0.631
O5 -0.83 2.05 0.83  -0.621
C19 2.77 1.06 -0.14  -0.317
H1 3.37 3.41 1.23  0.183
H2 5.06 3.95 1.05  0.199
H3 4.10 3.53 -0.39  0.177
H4 5.58 -0.42 1.02  0.232
H5 2.94 -3.96 0.73  0.179
H6 4.55 -4.65 0.43  0.199
H7 3.64 -3.92 -0.91  0.177
H8 2.03 -2.22 -0.58  0.238
H9 -0.94 2.53 -2.14  0.214
H10 -1.03 0.92 -2.94  0.195
H11 -3.16 0.02 -2.42  0.214
H12 -5.31 -1.11 -1.86  0.213
H13 -6.95 -1.81 -0.16  0.217
H14 -6.60 -1.23 2.21  0.218
H15 -4.61 0.05 2.90  0.213
H16 -2.59 1.16 2.23  0.413
H17 2.29 2.01 -0.29  0.244



Here is how they stack up, most stable first: #Q, #P.



#P
A 2-piece molecular cluster, C4H13N3 overall, computed with wB97M-V/def2-TZVPD.

Computed properties:
Orbital gap ... 6.37 eV
Total charge ... +2
LUMO level ... -0.3807 Ha

Each line ends with the natural charge from an NBO analysis.
Cartesian coordinates (Å):
C1 0.37 0.71 -0.82  0.071
C2 1.10 1.02 0.41  -0.609
C3 0.77 -0.28 1.05  0.076
C4 -0.55 -0.81 1.09  0.145
N1 -1.59 -0.07 1.46  -0.667
N2 1.93 -1.24 0.78  -0.698
N3 -1.66 0.67 -2.97  -1.160
H1 -0.54 1.26 -1.02  0.257
H2 0.36 -0.26 -1.31  0.225
H3 0.91 1.96 0.94  0.325
H4 2.15 1.27 0.16  0.307
H5 -0.77 -1.63 0.41  0.268
H6 -1.71 0.92 1.32  0.440
H7 -2.45 -0.60 1.53  0.443
H8 1.94 -2.22 1.06  0.485
H9 2.17 -1.19 -0.23  0.441
H10 2.69 -0.66 1.15  0.471
H11 -1.43 0.09 -3.76  0.387
H12 -1.34 1.58 -3.25  0.396
H13 -2.59 0.38 -2.72  0.400



#Q
An isolated ion of composition C4H13N3 and charge +2, computed with wB97M-V/def2-TZVPD.

Computed properties:
Orbital gap ... 11.14 eV
Total charge ... +2
LUMO level ... -0.2496 Ha

Each line ends with the natural charge from an NBO analysis.
Cartesian coordinates (Å):
N1 0.25 0.84 3.55  -0.686
C1 0.27 -0.02 2.61  0.404
N2 0.30 0.53 1.31  -0.578
C2 0.22 -0.58 0.23  -0.210
C3 -0.55 0.02 -1.05  -0.417
C4 0.12 -0.60 -2.27  -0.230
N3 -0.54 -0.24 -3.56  -0.737
H1 0.42 0.61 4.61  0.477
H2 0.31 1.91 3.35  0.452
H3 0.04 -1.05 2.61  0.250
H4 0.28 1.55 1.10  0.439
H5 -0.33 -1.48 0.60  0.238
H6 1.29 -0.78 0.01  0.225
H7 -0.45 1.00 -1.08  0.206
H8 -1.63 -0.20 -0.93  0.240
H9 0.18 -1.67 -2.32  0.240
H10 1.11 -0.11 -2.16  0.240
H11 -1.41 -0.84 -3.88  0.493
H12 0.20 -0.57 -4.47  0.485
H13 -0.53 0.82 -3.70  0.469



Here is how they stack up, most stable first: #Q, #P.



#P
A 3-piece molecular cluster, C4H13N3 overall, computed with wB97M-V/def2-TZVPD.

Computed properties:
Orbital gap (spin up / spin down) ... 7.88 / 7.88 eV
Total charge ... +2
LUMO level (spin up / spin down) ... -0.2706 / -0.2706 Ha

Each line ends with the natural charge from an NBO analysis.
Cartesian coordinates (Å):
C1 -3.99 -0.62 0.89  -0.050
C2 -3.44 -1.67 0.11  0.236
C3 -3.76 2.15 -1.12  -0.742
C4 8.52 -0.30 0.14  0.155
N1 9.58 -0.13 -0.59  -0.572
N2 -3.20 0.41 0.91  -0.477
N3 -4.07 -2.76 -0.02  -0.594
H1 -4.99 -0.73 1.55  0.230
H2 -2.53 -1.66 -0.52  0.257
H3 -3.59 1.70 -2.06  0.215
H4 -4.79 2.57 -1.12  0.233
H5 -2.92 2.84 -1.04  0.227
H6 7.64 -0.60 -0.49  0.245
H7 8.55 -0.17 1.22  0.257
H8 9.57 -0.30 -1.68  0.479
H9 10.39 0.06 -0.11  0.436
H10 -3.44 1.13 1.58  0.398
H11 -3.57 1.33 -0.12  0.198
H12 -4.85 -3.01 0.56  0.428
H13 -3.76 -3.55 -0.58  0.440



#Q
An isolated ion of composition C4H13N3 and charge +2, computed with wB97M-V/def2-TZVPD.

Computed properties:
Orbital gap ... 9.52 eV
Total charge ... +2
LUMO level ... -0.2499 Ha

Each line ends with the natural charge from an NBO analysis.
Cartesian coordinates (Å):
N1 1.68 -2.49 -0.56  -0.777
C1 1.05 -1.35 -0.84  0.104
C2 0.76 -0.27 -0.06  -0.082
N2 1.62 -0.13 1.16  -0.687
C3 -0.13 0.85 -0.39  -0.474
C4 -1.50 0.53 0.33  -0.218
N3 -2.49 1.57 -0.15  -0.682
H1 2.03 -3.05 -1.36  0.445
H2 1.76 -2.94 0.34  0.416
H3 0.77 -1.22 -1.89  0.236
H4 1.97 -1.03 1.48  0.454
H5 1.31 0.49 1.93  0.454
H6 2.48 0.37 0.83  0.451
H7 -0.34 1.14 -1.43  0.259
H8 0.31 1.83 -0.16  0.240
H9 -1.87 -0.48 0.04  0.257
H10 -1.29 0.65 1.39  0.229
H11 -2.07 2.47 0.11  0.446
H12 -2.68 1.55 -1.16  0.462
H13 -3.38 1.52 0.39  0.468



Here is how they stack up, most stable first: #Q, #P.